Record 1
Computed, not measured: a structure of composition C2H3BiO3 at a distorted geometry, with ωB97M-V with the def2-TZVPD basis set.

## Properties
Kohn-Sham gap (spin up / spin down) = 5.09 / 8.03 eV
DFT total energy = -518.18728 Ha
HOMO level (spin up / spin down) = -1.0 / -4.0 eV
2S+1 = 2
charge = -1

Each line ends with the Löwdin charge.
Positions of all 9 atoms, in Å:
O: -0.633 -1.998 -0.261  -0.67
Bi: -1.474 -0.224 0.247  1.27
O: -1.209 -1.259 -1.438  -0.71
C: 2.109 0.432 -0.135  -0.04
C: 1.289 1.057 0.754  -0.44
H: 3.181 0.393 0.061  0.02
H: 1.731 0.130 -1.116  0.04
H: 1.770 1.526 1.635  0.09
O: -0.018 1.059 0.767  -0.57

Cartesian forces, eV/Å:
O 1.2 -1.6 -0.2
Bi -4.2 1.1 2.1
O 0.4 -1.1 -2.5
C -0.5 1.0 0.1
C 1.8 -1.1 -0.1
H -0.3 0.2 -0.1
H 0.1 -0.4 0.5
H -0.3 -0.1 -0.2
O 1.8 2.1 0.4

---

Record 2
Computed, not measured: a cluster of 9 separate species, C33H67O19S6 in total at a distorted geometry, with ωB97M-V with the def2-TZVPD basis set.

## Properties
Kohn-Sham gap = 5.58 eV
DFT total energy = -5116.15649 Ha
HOMO level = -3.6 eV
charge = -1

Each line ends with the Löwdin charge.
Positions of all 125 atoms, in Å:
C: 9.339 23.563 -19.176  -0.07
C: 10.071 24.192 -20.365  -0.71
C: 10.432 25.646 -20.037  -0.10
O: 11.162 23.483 -20.654  -0.23
H: 8.428 24.141 -18.932  0.03
H: 9.934 23.552 -18.257  0.08
H: 9.018 22.543 -19.397  0.07
H: 9.278 24.274 -21.159  0.06
H: 9.563 26.180 -19.605  0.04
H: 10.766 26.070 -20.978  0.03
H: 11.150 25.652 -19.213  0.07
O: 8.492 29.316 -25.298  -0.28
S: 8.004 29.681 -23.995  0.58
O: 6.744 30.335 -23.811  -0.29
O: 7.902 28.375 -23.082  -0.25
C: 8.856 27.324 -23.337  -0.23
C: 8.643 26.290 -22.253  -0.08
C: 9.306 30.613 -23.135  -0.09
H: 9.884 27.686 -23.276  0.08
H: 8.708 26.895 -24.326  0.12
H: 7.629 25.903 -22.382  0.07
H: 8.784 26.692 -21.251  0.05
H: 9.296 25.420 -22.317  0.06
H: 9.361 31.567 -23.639  0.07
H: 10.170 29.962 -23.208  0.04
H: 8.889 30.660 -22.133  0.07
O: 10.571 19.669 -22.398  -0.24
S: 9.175 19.849 -22.582  0.59
O: 8.318 20.157 -21.481  -0.28
O: 9.039 21.029 -23.670  -0.26
C: 7.807 21.730 -23.697  -0.27
C: 8.012 23.120 -23.102  -0.08
C: 8.506 18.468 -23.527  -0.10
H: 7.067 21.255 -23.038  0.10
H: 7.327 21.695 -24.676  0.12
H: 8.686 23.676 -23.752  0.08
H: 8.365 22.978 -22.082  0.08
H: 7.056 23.646 -23.067  0.06
H: 8.731 18.625 -24.575  0.07
H: 7.428 18.446 -23.384  0.06
H: 8.985 17.590 -23.105  0.07
O: 4.899 21.511 -16.976  -0.27
S: 5.363 22.824 -17.312  0.58
O: 6.711 23.220 -17.056  -0.28
O: 5.028 23.060 -18.855  -0.25
C: 6.093 22.939 -19.812  -0.24
C: 5.395 22.983 -21.180  -0.05
C: 4.251 24.061 -16.638  -0.10
H: 6.530 21.932 -19.869  0.12
H: 6.894 23.670 -19.735  0.08
H: 4.684 22.170 -21.300  0.09
H: 6.104 22.911 -22.009  0.02
H: 4.897 23.950 -21.304  0.07
H: 4.727 25.035 -16.653  0.06
H: 3.964 23.792 -15.622  0.07
H: 3.340 23.995 -17.229  0.07
O: 12.045 28.272 -24.382  -0.28
S: 13.218 27.888 -23.660  0.61
O: 14.093 26.871 -24.133  -0.26
O: 14.080 29.266 -23.553  -0.26
C: 15.350 29.197 -22.900  -0.30
C: 16.433 29.750 -23.809  -0.07
C: 12.718 27.662 -21.930  -0.08
H: 15.640 28.195 -22.566  0.11
H: 15.335 29.803 -21.985  0.12
H: 16.650 29.156 -24.694  0.08
H: 17.377 29.755 -23.242  0.08
H: 16.275 30.792 -24.085  0.08
H: 12.564 26.584 -21.868  0.06
H: 11.820 28.246 -21.788  0.06
H: 13.520 27.959 -21.263  0.07
O: 12.404 21.009 -25.149  -0.29
S: 12.822 21.828 -24.051  0.60
O: 13.115 21.216 -22.795  -0.26
O: 14.159 22.633 -24.511  -0.26
C: 14.631 23.591 -23.549  -0.29
C: 15.888 24.183 -24.127  -0.08
C: 11.657 23.214 -23.936  -0.10
H: 14.770 23.126 -22.570  0.12
H: 13.887 24.368 -23.359  0.08
H: 16.705 23.477 -24.236  0.08
H: 16.231 25.031 -23.517  0.07
H: 15.658 24.718 -25.053  0.08
H: 11.858 23.865 -23.090  0.04
H: 10.731 22.673 -23.754  0.03
H: 11.595 23.673 -24.920  0.08
O: 11.688 19.898 -13.944  -0.29
S: 11.107 20.917 -14.776  0.58
O: 11.481 21.013 -16.154  -0.27
O: 9.525 20.793 -14.642  -0.27
C: 8.641 21.355 -15.666  -0.23
C: 8.519 20.437 -16.884  -0.06
C: 11.392 22.487 -13.927  -0.10
H: 9.013 22.350 -15.902  0.09
H: 7.641 21.402 -15.241  0.11
H: 7.965 20.973 -17.650  0.06
H: 8.099 19.470 -16.616  0.08
H: 9.511 20.243 -17.283  0.07
H: 12.466 22.552 -13.810  0.07
H: 10.829 22.386 -13.005  0.07
H: 10.963 23.272 -14.542  0.04
C: 4.461 27.325 -20.066  -0.09
C: 5.675 26.707 -20.318  -0.08
C: 6.734 26.833 -19.420  -0.07
C: 6.538 27.550 -18.253  -0.08
C: 5.295 28.111 -17.950  -0.10
C: 4.282 28.049 -18.890  -0.10
H: 3.716 27.338 -20.852  0.10
H: 5.811 26.120 -21.220  0.08
H: 7.689 26.363 -19.625  0.06
H: 7.326 27.607 -17.508  0.09
H: 5.216 28.703 -17.047  0.10
H: 3.355 28.600 -18.773  0.10
C: 9.119 25.795 -16.526  -0.09
C: 8.770 25.192 -15.327  -0.09
C: 9.509 25.433 -14.163  -0.12
C: 10.668 26.191 -14.223  -0.11
C: 11.044 26.750 -15.445  -0.09
C: 10.284 26.557 -16.589  -0.08
H: 8.445 25.605 -17.351  0.07
H: 7.891 24.596 -15.110  0.09
H: 9.201 25.031 -13.203  0.10
H: 11.187 26.525 -13.331  0.10
H: 11.898 27.420 -15.459  0.10
H: 10.563 27.073 -17.498  0.09

Cartesian forces, eV/Å:
C -0.9 0.5 0.5
C 0.3 -0.7 1.0
C -0.6 -0.1 1.1
O 0.3 0.1 -1.2
H 0.2 -0.1 0.1
H 0.3 -0.1 -0.2
H 0.2 -0.1 -0.1
H 0.3 -0.3 0.3
H 0.3 0.2 -0.4
H 0.3 0.5 0.4
H 0.5 -0.1 -0.5
O -0.4 0.2 0.4
S 0.4 -0.2 0.2
O 0.3 0.1 -0.2
O 0.1 0.5 -0.5
C 0.6 -0.8 0.6
C -0.6 0.1 -0.6
C -1.6 -1.3 -0.4
H -0.1 0.3 -0.2
H -0.1 0.2 -0.1
H 0.0 0.0 0.3
H -0.3 0.2 -0.5
H 0.1 0.5 -0.5
H 0.3 0.1 0.0
H 0.4 0.4 0.0
H 0.4 0.3 0.2
O -0.3 -0.3 -0.2
S 0.5 0.3 -0.6
O -0.3 -0.3 0.1
O 0.1 -0.6 0.0
C -1.5 0.6 1.0
C -0.3 -0.5 -1.1
C 0.0 0.5 0.6
H 0.3 -0.3 -0.1
H 0.6 0.2 -0.3
H 0.2 0.2 0.4
H 0.3 0.3 -0.2
H 0.4 0.1 -0.4
H 0.3 -0.1 0.0
H 0.0 -0.1 0.1
H -0.1 -0.2 -0.2
O 0.2 0.2 0.2
S -0.8 0.5 -0.4
O 0.2 -0.1 0.1
O 0.4 0.2 0.7
C -0.2 -1.3 -2.4
C 0.0 0.9 0.0
C -0.2 -0.7 0.0
H 0.1 0.1 1.1
H -0.4 0.1 0.4
H -0.2 0.0 0.2
H -0.3 -0.2 0.8
H -0.2 -0.2 0.0
H 0.0 0.1 -0.3
H 0.4 -0.2 0.0
H 0.1 0.3 -0.2
O 0.2 -0.2 -0.1
S -0.2 1.9 0.9
O 0.1 -0.5 0.1
O -0.5 -0.7 0.1
C 1.0 0.3 0.1
C 0.9 0.1 0.4
C 0.8 -0.7 -1.2
H -0.4 -0.1 -0.4
H -0.4 0.1 -0.2
H -0.4 -0.1 -0.1
H -0.2 0.0 0.0
H -0.3 -0.1 -0.1
H -0.3 0.1 0.4
H -0.1 0.0 0.1
H 0.1 0.0 0.0
O 0.3 0.3 -0.2
S 0.1 0.9 0.3
O -0.1 0.3 -0.2
O -0.7 -0.5 -0.1
C 0.2 0.1 0.5
C 0.0 1.3 0.1
C 0.0 -1.4 0.0
H 0.2 -0.3 -0.2
H 0.0 0.0 -0.4
H -0.1 -0.2 -0.2
H 0.0 -0.4 0.3
H 0.0 -0.6 -0.3
H 0.0 -0.1 0.1
H -0.1 0.2 0.2
H 0.3 0.1 0.0
O -0.5 0.2 -0.3
S 0.1 0.4 0.3
O -0.1 0.1 0.3
O 0.1 -0.4 0.2
C 0.1 -0.6 -0.7
C 1.1 0.4 0.3
C -0.7 -1.0 -0.8
H -0.2 0.0 -0.2
H 0.2 0.3 0.6
H -0.3 -0.2 0.0
H -0.4 0.1 0.0
H 0.1 0.1 -0.2
H 0.1 0.2 0.2
H 0.3 0.1 0.2
H 0.2 0.1 0.0
C 0.3 0.3 -0.1
C 0.3 -0.2 0.1
C -0.4 -0.1 -0.1
C -0.2 -0.3 0.6
C 0.7 0.3 -0.3
C -0.4 0.0 -0.3
H -0.2 -0.1 0.2
H 0.0 0.2 0.0
H -0.2 0.0 0.1
H 0.0 0.1 -0.2
H -0.3 -0.1 0.0
H 0.0 -0.1 0.3
C -0.2 -0.6 0.3
C 0.1 0.2 1.6
C 0.5 0.0 -0.2
C -0.3 0.7 -0.3
C 0.0 0.1 0.3
C -0.3 0.2 0.1
H 0.4 0.2 -0.3
H -0.2 0.0 -1.0
H -0.1 -0.1 -0.1
H 0.1 -0.4 0.0
H 0.0 -0.1 -0.2
H 0.0 -0.2 -0.1

---

Record 3
Computed, not measured: the molecule C4H7NO at a distorted geometry, with ωB97M-V with the def2-TZVPD basis set.

## Properties
Kohn-Sham gap = 10.38 eV
DFT total energy = -286.51853 Ha
HOMO level = -9.4 eV

Each line ends with the Löwdin charge.
Positions of all 13 atoms, in Å:
O: -0.773 0.811 -1.645  -0.03
C: 0.344 0.281 -1.006  -0.32
C: 0.709 0.971 0.347  -0.07
C: 0.169 -0.257 1.051  -0.21
N: -1.180 -0.637 0.468  0.03
C: 0.045 -1.019 -0.206  -0.20
H: -1.492 0.648 -1.003  0.08
H: 1.156 0.202 -1.729  0.14
H: 0.241 1.930 0.582  0.11
H: 1.797 1.042 0.449  0.11
H: 0.030 -0.459 2.091  0.13
H: -1.505 -1.456 0.998  0.11
H: 0.254 -2.046 -0.472  0.14

Cartesian forces, eV/Å:
O -0.2 0.0 0.0
C 0.4 -0.1 -0.1
C -0.2 0.1 0.1
C -1.0 0.3 0.4
N -0.4 0.0 -0.3
C 0.1 -0.3 -0.4
H 0.0 0.0 -0.3
H 0.0 0.1 0.1
H 0.0 0.0 -0.2
H -0.2 0.0 0.1
H 1.4 -0.5 0.6
H 0.1 0.5 -0.1
H 0.0 0.0 0.0